(1)
ORCA calculation (ωB97M-V with the def2-TZVPD basis set) on a molecular structure, C33H66BBr2ClN2O9S in a non-equilibrium geometry.

Positions of all 115 atoms, in Å:
C1 -1.5971 -0.6203 1.7863
O1 -1.6905 -2.0298 1.6004
C2 -0.4502 -2.6034 1.9991
C3 -0.1869 -3.8978 1.2199
C4 1.0788 -3.8158 0.3785
C5 2.3620 -3.7412 1.1918
C6 3.6703 -3.9084 0.3959
C7 4.0978 -2.6621 -0.3357
C8 3.6099 -2.4359 -1.6779
Cl1 2.6505 -3.6342 -2.4703
C9 3.9098 -1.3074 -2.3894
C10 3.3340 -1.0762 -3.7292
Br1 4.2581 -1.7321 -5.2329
C11 2.1756 -0.4411 -3.8069
C12 1.4850 0.1019 -2.5899
Br2 1.2860 -0.1843 -5.4587
C13 4.7740 -0.3275 -1.8338
N1 5.1714 0.7995 -2.3994
S1 6.1276 1.5137 -1.3061
N2 6.0625 0.4452 -0.1310
C14 5.2862 -0.5639 -0.5244
C15 4.9509 -1.7329 0.2226
B1 5.6193 -1.8851 1.6614
O2 4.9637 -2.4826 2.7118
O3 6.9095 -1.4498 1.8032
H1 -2.5757 -0.1610 1.8583
H2 -1.0111 -0.1864 0.9791
H3 -1.0819 -0.4145 2.7212
H4 0.3428 -1.8934 1.7627
H5 -0.4377 -2.7892 3.0740
H6 -0.1523 -4.7463 1.9002
H7 -1.0537 -4.0564 0.5852
H8 0.9883 -2.9304 -0.2511
H9 1.0965 -4.6553 -0.3086
H10 2.3212 -4.5341 1.9378
H11 2.3681 -2.7884 1.7185
H12 3.5726 -4.7347 -0.3016
H13 4.4344 -4.2017 1.0987
H14 1.2053 -0.7557 -1.9783
H15 0.6303 0.7151 -2.8366
H16 2.1708 0.6999 -2.0019
H17 4.0880 -2.1024 2.8252
H18 6.9799 -0.5876 2.2207
C16 2.7098 4.1359 -5.9337
C17 1.2241 4.3557 -5.6909
C18 0.8680 4.1550 -4.2279
O4 0.4594 3.4683 -6.5067
H19 2.9921 3.1127 -5.6691
H20 2.9508 4.2793 -6.9875
H21 3.3135 4.8251 -5.3410
H22 0.9460 5.3637 -6.0015
H23 1.0978 3.1350 -3.9106
H24 -0.2002 4.3117 -4.0698
H25 1.4201 4.8440 -3.5873
H26 0.6863 2.5669 -6.2544
C19 -3.8082 -1.7863 -0.8597
C20 -3.4323 -0.6681 -1.8155
C21 -3.3778 -1.1441 -3.2592
O5 -2.1736 -0.1100 -1.4374
H27 -3.0685 -2.5895 -0.8906
H28 -3.8350 -1.4181 0.1642
H29 -4.7860 -2.2045 -1.1067
H30 -4.1589 0.1413 -1.7265
H31 -2.6200 -1.9244 -3.3745
H32 -3.1038 -0.3229 -3.9229
H33 -4.3394 -1.5467 -3.5807
H34 -1.5042 -0.7993 -1.5077
C22 -3.0316 1.1022 5.8872
C23 -2.5263 -0.3234 6.0514
C24 -2.1482 -0.6212 7.4932
O6 -1.4041 -0.5439 5.1931
H35 -2.2531 1.8173 6.1677
H36 -3.2957 1.2980 4.8470
H37 -3.9083 1.2858 6.5095
H38 -3.2963 -1.0226 5.7237
H39 -1.3430 0.0415 7.8238
H40 -1.7869 -1.6433 7.5952
H41 -2.9990 -0.4894 8.1623
H42 -0.7061 0.0625 5.4625
C25 -1.5521 -5.6357 10.1006
C26 -1.5517 -4.4855 9.1053
C27 -0.3720 -4.5784 8.1484
O7 -1.5274 -3.2364 9.7967
H43 -0.6443 -5.6132 10.7095
H44 -2.4020 -5.5541 10.7784
H45 -1.6026 -6.5999 9.5928
H46 -2.4829 -4.4946 8.5375
H47 0.5709 -4.5245 8.6996
H48 -0.3848 -3.7478 7.4415
H49 -0.3897 -5.5132 7.5865
H50 -0.7135 -3.1986 10.3098
C28 -0.3241 4.9981 -0.6641
C29 -0.1040 3.5231 -0.3647
C30 0.1358 3.2971 1.1211
O8 1.0007 3.0240 -1.1217
H51 0.5584 5.5816 -0.3844
H52 -0.4919 5.1507 -1.7299
H53 -1.1829 5.3891 -0.1169
H54 -0.9714 2.9481 -0.6921
H55 1.0304 3.8358 1.4485
H56 0.2986 2.2413 1.3273
H57 -0.7111 3.6419 1.7171
H58 1.7864 3.5080 -0.8453
C31 -4.0328 4.1765 -6.9024
C32 -3.4278 5.1235 -7.9292
C33 -3.4627 4.5212 -9.3264
O9 -2.0899 5.4480 -7.5669
H59 -3.4626 3.2445 -6.8628
H60 -3.9995 4.6215 -5.9075
H61 -5.0702 3.9377 -7.1437
H62 -3.9784 6.0655 -7.9251
H63 -2.8769 3.5987 -9.3573
H64 -3.0252 5.2100 -10.0495
H65 -4.4840 4.2926 -9.6360
H66 -1.5783 4.6294 -7.5601

- Spin multiplicity: 1
- Electronic energy: -8114.98320 Ha

(2)
ORCA calculation (ωB97M-V with the def2-TZVPD basis set) on 14 unconnected molecules or ions with the total composition C33H66F3N6O9S4 in a non-equilibrium geometry.

Positions of all 121 atoms, in Å:
C1 -17.1098 34.0855 10.8101
O1 -16.3191 35.0290 10.0225
O2 -16.3923 33.0265 11.1378
C2 -17.8346 34.8522 11.9328
F1 -16.9688 35.4452 12.7944
F2 -18.5868 35.8624 11.4241
F3 -18.6321 34.0920 12.6962
C3 -16.9769 35.6981 8.9479
C4 -15.8249 36.1717 8.0271
H1 -16.1895 36.4487 7.0330
H2 -15.4636 37.0926 8.4777
H3 -15.1007 35.3645 7.9376
H4 -17.4041 36.6160 9.3637
H5 -17.6982 35.0885 8.4041
H6 -17.9439 33.7161 10.1701
C5 -19.4003 38.8479 11.0751
C6 -20.6745 38.1559 11.2481
N1 -21.6615 37.5830 11.3747
H7 -18.6399 38.1789 11.4650
H8 -19.4493 39.7755 11.6375
H9 -19.2406 38.9844 10.0063
C7 -13.7551 32.7518 9.6109
C8 -13.3009 31.9808 10.7538
N2 -12.8820 31.3785 11.6360
H10 -14.0278 33.7862 9.8140
H11 -14.6734 32.3328 9.2042
H12 -12.9434 32.7135 8.8795
C9 -19.7391 31.7185 11.2734
C10 -20.2219 31.5001 12.6236
N3 -20.6080 31.3351 13.6902
H13 -18.8178 31.3101 10.8742
H14 -19.6762 32.7942 11.1151
H15 -20.4824 31.3541 10.5558
C11 -15.1975 37.8124 11.7081
C12 -16.1823 38.5926 12.4390
N4 -16.9712 39.1984 13.0145
H16 -15.6294 37.2244 10.8961
H17 -14.7166 37.1119 12.3912
H18 -14.4022 38.3908 11.2462
C13 -17.8193 39.2450 5.9028
C14 -17.0253 39.3814 7.1152
N5 -16.3929 39.4877 8.0679
H19 -17.2363 38.7067 5.1505
H20 -18.0396 40.2097 5.4505
H21 -18.6920 38.6096 6.0270
C15 -13.0464 39.0751 8.1861
C16 -12.8085 37.9949 9.1143
N6 -12.6183 37.1677 9.8843
H22 -12.0854 39.5196 7.9148
H23 -13.6680 39.8319 8.6599
H24 -13.4706 38.7266 7.2465
C17 -18.0695 29.8714 8.8526
S1 -17.1463 28.6036 9.7459
O3 -16.8415 27.5306 8.7467
C18 -15.6054 29.5268 9.9551
H25 -19.1282 29.7333 9.0782
H26 -18.0044 29.7332 7.7734
H27 -17.7398 30.8473 9.2148
H28 -15.3035 29.8835 8.9696
H29 -14.8565 28.8548 10.3618
H30 -15.7949 30.3744 10.6200
C19 -17.8463 33.9095 4.7972
S2 -18.0193 32.6407 6.1079
O4 -18.6121 31.4083 5.4858
C20 -16.2696 32.2106 6.3541
H31 -17.2388 34.7533 5.1107
H32 -18.8570 34.1835 4.5101
H33 -17.3845 33.4042 3.9438
H34 -15.6845 33.1209 6.2018
H35 -16.0587 31.5257 5.5341
H36 -16.0880 31.8251 7.3501
C21 -20.8989 34.5950 7.5012
S3 -20.0701 36.2236 7.6165
O5 -19.0498 36.3141 6.5070
C22 -21.5149 37.1906 7.0643
H37 -21.7474 34.5307 8.1812
H38 -20.1855 33.8123 7.7570
H39 -21.2328 34.4011 6.4808
H40 -21.7396 36.9063 6.0370
H41 -21.1404 38.2142 7.0773
H42 -22.3750 37.0803 7.7188
C23 -14.1522 33.7875 15.1937
S4 -13.3613 35.3002 14.5630
O6 -11.9277 35.2256 15.0238
C24 -13.4043 34.7690 12.8201
H43 -13.5579 32.9446 14.8430
H44 -15.1868 33.7016 14.8720
H45 -14.1473 33.7844 16.2821
H46 -13.0801 33.7334 12.7070
H47 -12.7617 35.4024 12.2109
H48 -14.4377 34.8053 12.4698
C25 -19.4958 33.5646 17.9227
C26 -18.2130 33.4812 17.1294
O7 -17.1251 33.3140 17.6349
C27 -18.2812 33.5826 15.6224
H49 -20.2245 32.9688 17.3741
H50 -19.8212 34.6008 18.0136
H51 -19.3733 33.1950 18.9394
H52 -18.0533 32.6501 15.1079
H53 -17.4688 34.2544 15.3440
H54 -19.2378 33.9750 15.2886
C28 -14.5801 38.3181 2.4100
C29 -13.8220 37.3842 3.3374
O8 -12.6379 37.2255 3.1968
C30 -14.6129 36.6734 4.4077
H55 -15.5453 38.6031 2.8292
H56 -14.7488 37.7896 1.4704
H57 -14.0099 39.2191 2.1970
H58 -14.0101 36.2776 5.2236
H59 -15.2265 35.8543 4.0305
H60 -15.2689 37.4236 4.8596
C31 -20.0123 36.7797 14.4691
C32 -21.3657 36.5917 15.1371
O9 -21.4958 35.8984 16.1162
C33 -22.5093 37.4017 14.5700
H61 -20.0565 36.4219 13.4365
H62 -19.2950 36.1703 15.0080
H63 -19.6903 37.8167 14.3680
H64 -22.9851 36.9233 13.7156
H65 -22.1411 38.3727 14.2410
H66 -23.2227 37.5297 15.3847

- Spin multiplicity: 1
- Electronic energy: -4194.93019 Ha
- Total charge: -1

(3)
ORCA calculation (ωB97M-V with the def2-TZVPD basis set) on a molecular structure, C33H66IO34PS7 in a non-equilibrium geometry.

Positions of all 142 atoms, in Å:
C1 -0.6531 1.5895 7.8314
C2 -0.4736 0.2052 7.2306
O1 -1.6933 -0.3906 6.8791
C3 -2.1989 0.0974 5.6577
C4 -3.7089 0.1056 5.7188
O2 -4.3776 1.2215 5.1810
C5 -4.2107 1.5033 3.7961
C6 -3.9770 0.2843 3.0026
C7 -4.4306 0.3058 1.5442
C8 -4.7478 -1.1133 1.0577
C9 -3.8292 -1.5418 -0.0777
C10 -2.6550 -2.3844 0.4032
C11 -1.3586 -1.6057 0.5131
C12 -0.5518 -1.5947 -0.7781
C13 0.0755 -0.2300 -0.9749
C14 1.4040 -0.2561 -1.7175
C15 1.3923 0.6442 -2.9119
O3 1.2768 -0.1390 -4.0695
C16 1.1358 0.7097 -5.1589
O4 -3.1509 2.4977 3.8850
S1 -3.7965 3.6277 4.8607
O5 -3.3089 3.6075 6.1280
O6 -3.6469 4.8894 4.3247
O7 -5.3641 3.2261 4.7338
C17 -5.3941 2.4570 3.4881
C18 -5.3309 3.5968 2.4117
P1 -3.9933 3.8394 1.2133
O8 -3.8440 2.8487 0.2174
O9 -4.4576 5.1787 0.4632
O10 -2.6046 4.2127 1.7922
C19 -6.7917 1.8772 3.3235
I1 -7.1984 0.0377 4.3699
C20 -7.8583 2.8678 3.7932
C21 -9.0324 2.8888 2.8433
H1 -0.8269 2.2576 7.0138
H2 0.1891 1.8915 8.4139
H3 -1.5719 1.5856 8.3818
H4 -0.0184 -0.4022 7.9837
H5 0.1682 0.2758 6.3724
H6 -1.7587 1.0572 5.4625
H7 -1.8482 -0.5734 4.8893
H8 -3.9466 0.0940 6.7599
H9 -4.0638 -0.8458 5.3741
H10 -4.4508 -0.5589 3.4371
H11 -2.9283 0.0696 3.0531
H12 -5.2213 0.9901 1.3406
H13 -3.5867 0.6038 0.9750
H14 -4.5954 -1.8346 1.8387
H15 -5.7802 -1.1585 0.7658
H16 -4.4137 -2.1572 -0.7357
H17 -3.4500 -0.6900 -0.6106
H18 -2.8754 -2.8757 1.3347
H19 -2.4872 -3.1615 -0.3145
H20 -0.7434 -2.0950 1.2443
H21 -1.5177 -0.5973 0.8562
H22 0.2597 -2.2788 -0.7129
H23 -1.1579 -1.8801 -1.6153
H24 0.2634 0.1665 0.0054
H25 -0.6392 0.4111 -1.4603
H26 1.6304 -1.2463 -2.0602
H27 2.2000 0.0539 -1.0762
H28 0.5275 1.2954 -2.8351
H29 2.2604 1.2869 -2.9481
H30 0.1484 1.1474 -5.1713
H31 1.2492 0.1336 -6.0554
H32 1.8884 1.4753 -5.0905
H33 -5.4535 4.5257 2.9206
H34 -6.2072 3.5475 1.7994
H35 -5.2104 5.5674 0.9139
H36 -2.5638 5.1514 1.9992
H37 -6.9837 1.6450 2.3094
H38 -7.4819 3.8719 3.8389
H39 -8.1727 2.5936 4.7759
H40 -8.6821 2.9626 1.8342
H41 -9.5927 3.7850 3.0240
H42 -9.6544 2.0329 2.9610
C22 4.4756 -5.5148 -3.6261
C23 3.2865 -6.0262 -4.3942
O11 2.8519 -7.1875 -3.6591
S2 3.1411 -6.9720 -2.1064
O12 1.9581 -6.5433 -1.4765
O13 3.8633 -8.0858 -1.6322
O14 4.1289 -5.7211 -2.2403
H43 5.3692 -6.1041 -3.8416
H44 4.6859 -4.4728 -3.8232
H45 3.5334 -6.2907 -5.4150
H46 2.4724 -5.2981 -4.3958
C24 3.5539 -9.5268 -9.2881
C25 2.5127 -9.4551 -8.1967
O15 3.1883 -8.8228 -7.1023
S3 4.2587 -7.7797 -7.6647
O16 3.6825 -6.4930 -7.6475
O17 5.5016 -8.0540 -7.0683
O18 4.2791 -8.2950 -9.1776
H47 4.2507 -10.3502 -9.1222
H48 3.1142 -9.6196 -10.2763
H49 2.1448 -10.4330 -7.9034
H50 1.6714 -8.8233 -8.4886
C26 4.6323 3.7289 -6.0805
C27 6.0406 3.3949 -6.5064
O19 6.4197 2.2973 -5.6642
S4 5.1273 1.4028 -5.3341
O20 5.1017 0.3091 -6.2216
O21 5.0479 1.2320 -3.9388
O22 4.0207 2.4621 -5.8134
H51 4.6233 4.3148 -5.1592
H52 4.0807 4.2586 -6.8509
H53 6.7244 4.2282 -6.3797
H54 6.0719 3.0544 -7.5435
C28 8.5546 -0.8155 -2.5436
C29 8.2966 -1.8431 -1.4643
O23 6.8712 -1.8818 -1.3423
S5 6.2037 -1.5968 -2.7728
O24 5.9077 -2.8461 -3.3750
O25 5.2897 -0.5370 -2.6357
O26 7.5099 -1.0235 -3.5001
H55 8.4675 0.2015 -2.1564
H56 9.5259 -0.9415 -3.0124
H57 8.7523 -1.5773 -0.5157
H58 8.6411 -2.8342 -1.7676
C30 0.5025 5.6675 -5.4943
C31 0.0463 6.8889 -6.2568
O27 1.2100 7.7284 -6.3173
S6 2.5197 6.8201 -6.3912
O28 2.9182 6.7001 -7.7377
O29 3.4080 7.2303 -5.3799
O30 1.8428 5.4384 -5.9529
H59 0.5356 5.8554 -4.4201
H60 -0.1183 4.7987 -5.6891
H61 -0.7715 7.4064 -5.7662
H62 -0.2442 6.6365 -7.2784
C32 -1.1712 -0.1834 12.6049
C33 -1.4403 1.0709 11.8081
O31 -0.2403 1.8436 11.9445
S7 1.0187 0.8631 12.0530
O32 1.6101 0.7444 10.7805
O33 1.7595 1.2171 13.1944
O34 0.2070 -0.4834 12.3536
H63 -1.2943 -0.0108 13.6758
H64 -1.8008 -1.0130 12.2982
H65 -2.2955 1.6270 12.1787
H66 -1.5836 0.8480 10.7489

- Spin multiplicity: 1
- Electronic energy: -7281.29588 Ha

(4)
ORCA calculation (ωB97M-V with the def2-TZVPD basis set) on 8 unconnected molecules or ions with the total composition C33H66NO9 in a non-equilibrium geometry.

Positions of all 109 atoms, in Å:
C1 -3.5385 0.1666 -4.4567
C2 -2.3586 0.6763 -3.4981
C3 -1.1123 -0.3346 -3.3913
C4 -0.0696 0.3515 -2.3402
C5 0.7567 -0.7579 -1.5161
C6 0.6349 -0.6659 0.0819
C7 -0.8068 -0.2466 0.6339
C8 -2.0402 -1.0551 0.0101
C9 -1.7319 -2.6228 -0.0753
C10 -3.1074 -3.3810 -0.4425
C11 -3.5335 -3.1923 -1.9826
N1 -2.5998 -3.8918 -2.9311
C12 -4.9614 -3.9427 -2.1316
O1 -5.1228 -4.9117 -2.9363
O2 -6.0089 -3.5419 -1.3335
H1 -4.2518 1.0446 -4.6736
H2 -4.1449 -0.6242 -3.9022
H3 -3.1773 -0.2051 -5.4740
H4 -1.9563 1.6663 -3.9221
H5 -2.8256 0.9318 -2.4832
H6 -0.6248 -0.5264 -4.4106
H7 -1.4676 -1.3206 -2.9228
H8 -0.5706 1.1524 -1.7076
H9 0.6818 0.9134 -3.0160
H10 1.8717 -0.5837 -1.7619
H11 0.5202 -1.7939 -1.9487
H12 1.4095 0.0381 0.5318
H13 0.8784 -1.7097 0.5108
H14 -0.8001 -0.4648 1.7676
H15 -0.9686 0.8941 0.5611
H16 -2.3489 -0.5723 -0.9745
H17 -2.9513 -0.9408 0.7105
H18 -0.9749 -2.8902 -0.8817
H19 -1.3236 -2.9654 0.9431
H20 -2.9234 -4.5019 -0.2955
H21 -3.9296 -3.0329 0.2638
H22 -3.5904 -2.0926 -2.3001
H23 -2.8979 -3.6317 -3.8818
H24 -1.6304 -3.5637 -2.7923
C13 5.4842 0.3809 1.4655
C14 4.4962 -0.2419 0.5155
O3 3.7705 0.4424 -0.1809
C15 4.4394 -1.7459 0.4601
H25 5.4144 1.4661 1.3994
H26 5.2569 0.0777 2.4892
H27 6.4991 0.0783 1.1975
H28 4.1659 -2.1439 1.4396
H29 5.4076 -2.1431 0.1473
H30 3.6836 -2.0533 -0.2660
C16 4.0660 3.0857 4.6773
C17 5.4524 2.5407 4.4608
O4 5.9239 2.4392 3.3439
C18 6.2311 2.1259 5.6800
H31 3.6235 3.3430 3.7127
H32 3.4412 2.3304 5.1590
H33 4.1127 3.9868 5.2927
H34 5.7006 1.3281 6.2053
H35 6.3739 2.9845 6.3401
H36 7.2108 1.7526 5.3743
C19 -0.7584 -9.3750 -3.0691
C20 -0.7037 -8.1411 -2.2055
O5 0.1086 -8.0384 -1.3032
C21 -1.6905 -7.0450 -2.5024
H37 0.0089 -10.0804 -2.7421
H38 -1.7360 -9.8520 -2.9741
H39 -0.5677 -9.1082 -4.1107
H40 -2.7095 -7.4190 -2.3821
H41 -1.5412 -6.6749 -3.5184
H42 -1.5374 -6.2205 -1.8051
C22 0.5324 5.0648 -2.7087
C23 1.2382 4.2652 -1.6467
O6 0.6950 3.9984 -0.5905
C24 2.6413 3.8096 -1.9427
H43 -0.4689 5.3255 -2.3594
H44 1.0846 5.9857 -2.9076
H45 0.4410 4.4726 -3.6220
H46 3.2850 4.6767 -2.1075
H47 2.6454 3.1612 -2.8215
H48 3.0243 3.2452 -1.0896
C25 -0.2867 8.6979 -0.0438
C26 1.1006 8.1550 -0.2613
O7 1.5708 8.0521 -1.3783
C27 1.8828 7.7439 0.9573
H49 -0.7310 8.9524 -1.0082
H50 -0.9095 7.9427 0.4402
H51 -0.2409 9.6003 0.5697
H52 1.3558 6.9465 1.4854
H53 2.0252 8.6040 1.6154
H54 2.8624 7.3722 0.6500
C28 -7.1974 0.9285 -2.4474
C29 -7.5593 0.0553 -3.6198
O8 -7.3571 0.4195 -4.7651
C30 -8.1787 -1.2813 -3.3191
H55 -6.7603 1.8611 -2.8117
H56 -8.0933 1.1641 -1.8688
H57 -6.4639 0.4196 -1.8182
H58 -9.1183 -1.1430 -2.7789
H59 -7.4867 -1.8869 -2.7272
H60 -8.3868 -1.8027 -4.2556
C31 4.1072 -0.0222 9.1270
C32 3.7657 -0.8964 7.9491
O9 3.9657 -0.5257 6.8082
C33 3.1668 -2.2467 8.2387
H61 4.5297 0.9190 8.7689
H62 3.2050 0.1956 9.7023
H63 4.8466 -0.5204 9.7576
H64 2.2228 -2.1276 8.7745
H65 3.8645 -2.8437 8.8299
H66 2.9722 -2.7654 7.2980

- Spin multiplicity: 1
- Electronic energy: -2028.86770 Ha
- Total charge: -1